No. 1
2 unconnected molecules or ions with the total composition C4H8O3. Source: the Open Molecules 2025 dataset; level of theory: ωB97M-V with the def2-TZVPD basis set.

ΔE to the lowest compared entry with this formula, charge and spin = 48.4 kcal per mole
DFT total energy = -382.88775 hartree
E_LUMO = 0.0260 Eh
SMILES = COC(=O)CC=O.[H][H]
HOMO-LUMO gap = 10.96 eV

```
! wB97M-V def2-TZVPD RIJCOSX def2/J DEFGRID3
* xyz 0 1
C 2.70473 -0.03315 0.58148
O 1.38204 0.46985 0.37999
C 0.63559 -0.25703 -0.46707
O 1.01539 -1.25921 -1.01733
C -0.76167 0.31383 -0.55628
C -1.43773 -0.06328 0.74949
O -2.20847 -0.98270 0.86255
H 2.66802 -1.02955 1.02872
H 3.19003 0.67418 1.25250
H 3.23138 -0.08921 -0.37359
H -0.71111 1.40387 -0.64881
H -1.27609 -0.13420 -1.40560
H -1.12946 0.54264 1.62405
H -3.70212 0.51742 -1.22506
H -3.60053 -0.07347 -0.78504
*
```

In elementary charge units, the natural (NBO) charges are:
1 C -0.26
2 O -0.51
3 C 0.79
4 O -0.57
5 C -0.61
6 C 0.45
7 O -0.50
8 H 0.20
9 H 0.20
10 H 0.20
11 H 0.25
12 H 0.26
13 H 0.12
14 H -0.02
15 H 0.02

No. 2
2 unconnected molecules or ions with the total composition C12H24N2O3 in a non-equilibrium geometry. Source: the Open Molecules 2025 dataset; level of theory: ωB97M-V with the def2-TZVPD basis set.

ΔE to the lowest compared entry with this formula, charge and spin = 187.3 kcal per mole
DFT total energy = -806.63235 hartree
E_LUMO = 0.0118 Eh
HOMO-LUMO gap = 8.85 eV

```
! wB97M-V def2-TZVPD RIJCOSX def2/J DEFGRID3
* xyz 0 1
C 0.29054 1.59382 -0.33153
C -0.81586 0.60735 -0.20232
C 1.32643 1.54933 0.82919
C 2.72401 2.35267 0.62787
C 3.99948 1.57008 1.08286
C 2.60379 3.83459 1.07868
C -1.85073 -1.30509 -1.24630
C -3.00893 -0.38344 -1.83120
C -2.29350 -2.19772 -0.22442
C -1.25529 -3.08007 0.45935
C -0.09987 -2.33726 1.26170
C -0.64673 -4.11354 -0.59462
H -1.32116 3.00873 -0.93731
H -0.73921 2.90737 0.79354
H 0.68807 1.54253 -1.36735
H 1.63107 0.43370 1.16956
H 0.63180 1.96132 1.77127
H 2.88479 2.25063 -0.49751
H 3.99811 1.42544 2.14842
H 4.95854 1.85738 0.67341
H 3.85784 0.57181 0.64150
H 2.93290 4.07185 2.28384
H 3.15475 4.93055 0.31390
H 1.31470 3.84770 0.97319
H -0.24381 -0.32133 -2.01919
H -1.54433 -1.92272 -2.13169
H -2.71015 -1.45357 0.54294
H -3.18406 -2.74357 -0.54449
H -1.70926 -3.80710 1.23008
H -0.57840 -1.15442 1.53049
H 0.22681 -2.74720 2.47656
H 0.89583 -2.40299 0.51108
H -0.06120 -4.93344 -0.13664
H 0.04736 -3.46892 -1.19620
H -1.41287 -4.52675 -1.41129
H -4.63068 -0.56043 -2.71162
N -0.55963 2.87990 -0.22548
N -0.67981 -0.45440 -1.02703
O -1.90521 0.96486 0.36366
O -2.74430 0.69680 -2.28595
O -4.17188 -0.94444 -1.84096
*
```

In elementary charge units, the natural (NBO) charges are:
1 C -0.17
2 C 0.70
3 C -0.40
4 C -0.26
5 C -0.61
6 C -0.64
7 C -0.14
8 C 0.81
9 C -0.45
10 C -0.24
11 C -0.64
12 C -0.62
13 H 0.40
14 H 0.38
15 H 0.21
16 H 0.24
17 H 0.21
18 H 0.20
19 H 0.20
20 H 0.22
21 H 0.20
22 H 0.22
23 H 0.22
24 H 0.25
25 H 0.42
26 H 0.21
27 H 0.24
28 H 0.25
29 H 0.22
30 H 0.23
31 H 0.23
32 H 0.22
33 H 0.22
34 H 0.19
35 H 0.21
36 H 0.51
37 N -0.86
38 N -0.64
39 O -0.63
40 O -0.61
41 O -0.67

No. 3
A molecular structure, C22H36CaN4O2S3SbSe4 in a non-equilibrium geometry. Source: the Open Molecules 2025 dataset; level of theory: ωB97M-V with the def2-TZVPD basis set.

ΔE to the lowest compared entry with this formula, charge and spin = 156.1 kcal per mole
DFT total energy = -12947.55140 hartree
E_LUMO = 0.0641 Eh
HOMO-LUMO gap = 6.23 eV

```
! wB97M-V def2-TZVPD RIJCOSX def2/J DEFGRID3
* xyz -1 1
Ca 0.07958 0.47373 -0.05898
C -3.77188 -1.89717 0.28101
C -2.80197 -0.92991 0.87935
O -0.90650 -1.17533 -0.68163
C -3.18016 0.30709 1.22536
C -2.34303 1.40595 1.70048
C -3.00276 2.53224 2.44905
N -1.09852 1.40540 1.41854
N -0.24456 2.38419 1.83278
C 0.55760 2.82074 0.88431
O 0.44097 2.53461 -0.35752
C 1.69358 3.67503 1.34639
C 2.74947 3.94927 0.48248
C 3.88017 4.61378 0.93619
C 3.94525 5.04775 2.25190
C 2.86941 4.83180 3.10326
C 1.75284 4.14455 2.65770
H -3.39472 -2.25606 -0.67860
H -4.73662 -1.41906 0.11168
H -3.93162 -2.75795 0.93516
H -4.23659 0.54857 1.15090
H -4.01079 2.25921 2.75468
H -3.04635 3.42342 1.81918
H -2.40587 2.78566 3.32589
H 2.68212 3.64587 -0.55414
H 4.71013 4.78183 0.26006
H 4.83257 5.55263 2.61317
H 2.90493 5.19128 4.12469
H 0.92151 3.94757 3.31953
C 2.27653 -3.26958 1.62805
C 2.66091 -2.05857 2.48160
S 1.36932 -0.80031 2.75539
C 0.04397 -1.76335 3.60847
C -1.32443 -1.56034 2.97848
S -1.07485 -1.39917 0.90516
C -1.01729 -3.24010 0.87235
C 0.03350 -3.74615 -0.09411
S 1.60690 -2.86350 -0.02174
H 1.52931 -3.88709 2.12868
H 3.17043 -3.87242 1.46149
H 3.49017 -1.50861 2.03207
H 2.98916 -2.40878 3.46226
H 0.08767 -1.43897 4.64956
H 0.36450 -2.80794 3.57756
H -1.72860 -0.59465 3.28770
H -2.02007 -2.34113 3.30908
H -1.99842 -3.61451 0.58661
H -0.79948 -3.56825 1.88445
H -0.28349 -3.59264 -1.12384
H 0.22785 -4.81048 0.05672
Se 3.89687 -0.88172 -1.38296
Sb 4.99684 1.11313 -0.24992
Se 6.24705 0.47012 1.69369
Se 6.03201 2.60660 -1.81316
Se 2.46108 0.60671 -0.33709
C -2.00708 -1.05898 -4.94871
C -0.50421 -0.92113 -4.70771
C 0.11757 -2.31854 -4.57000
C 0.13740 -0.17239 -5.87376
N -0.36649 -0.12882 -3.47905
N 0.95774 0.19558 -3.08053
H -2.19940 -1.61511 -5.86831
H -2.46362 -0.07190 -5.02582
H -2.47638 -1.59106 -4.11747
H -0.04025 -2.90423 -5.47831
H -0.34115 -2.84897 -3.73200
H 1.19367 -2.26208 -4.39067
H -0.10184 -0.67383 -6.81334
H 1.22330 -0.13756 -5.77615
H -0.24372 0.84952 -5.91530
H -0.78347 -0.64618 -2.70839
H 1.27389 1.00425 -3.59708
H 1.61691 -0.55953 -3.25107
*
```

In elementary charge units, the Mulliken charges are:
1 Ca 0.59
2 C -1.92
3 C 1.12
4 O -1.14
5 C -1.36
6 C 0.54
7 C -1.62
8 N 0.31
9 N -0.64
10 C 0.27
11 O -0.92
12 C 0.68
13 C -0.84
14 C -0.59
15 C -0.37
16 C -0.64
17 C -0.18
18 H 0.27
19 H 0.49
20 H 0.29
21 H 0.35
22 H 0.45
23 H 0.33
24 H 0.32
25 H 0.68
26 H 0.43
27 H 0.39
28 H 0.37
29 H 0.44
30 C -0.94
31 C -0.54
32 S 0.24
33 C -0.76
34 C -1.45
35 S 1.53
36 C -1.05
37 C -0.85
38 S 0.18
39 H 0.39
40 H 0.57
41 H 0.11
42 H 0.47
43 H 0.59
44 H 0.33
45 H 0.54
46 H 0.39
47 H 0.59
48 H 0.42
49 H 0.05
50 H 0.56
51 Se -0.50
52 Sb 0.70
53 Se -0.61
54 Se -0.61
55 Se 0.31
56 C -1.63
57 C 1.76
58 C -1.46
59 C -1.94
60 N -0.33
61 N -0.21
62 H 0.41
63 H 0.40
64 H 0.31
65 H 0.45
66 H 0.22
67 H 0.40
68 H 0.47
69 H 0.36
70 H 0.42
71 H 0.27
72 H 0.15
73 H 0.19

No. 4
A molecular structure, C43H70N5P2PtSi in a non-equilibrium geometry. Source: the Open Molecules 2025 dataset; level of theory: ωB97M-V with the def2-TZVPD basis set.

ΔE to the lowest compared entry with this formula, charge and spin = 0.0 kcal per mole
DFT total energy = -3045.75099 hartree
E_LUMO = -0.0811 Eh
HOMO-LUMO gap = 7.99 eV

```
! wB97M-V def2-TZVPD RIJCOSX def2/J DEFGRID3
* xyz 1 1
Pt 0.98269 0.03131 0.28070
C 3.10374 -0.03794 3.07676
Si 1.33009 0.03959 2.53995
C 0.62237 -1.52118 3.27472
C 0.72527 -1.78319 4.64972
C 0.49095 -3.04878 5.16114
C 0.18904 -4.09293 4.29239
C 0.07726 -3.84705 2.93345
C 0.27066 -2.55916 2.41838
P 0.02115 -2.12908 0.65805
C -1.82447 -2.22891 0.54261
C -2.33616 -1.90610 -0.87727
C -3.83054 -2.26204 -1.05131
C -4.57736 -2.18504 0.27722
C -4.03671 -3.22311 1.26712
C -2.53345 -3.49664 1.05930
C 0.79847 -3.47877 -0.34586
C 2.23954 -3.68992 0.14792
C 3.04708 -4.55249 -0.82139
C 2.35038 -5.88498 -1.08619
C 0.92228 -5.66674 -1.57563
C 0.10223 -4.82379 -0.59248
C 0.73437 1.67716 3.20774
C 0.90954 1.97741 4.56827
C 0.61772 3.23223 5.07636
C 0.16816 4.22614 4.21474
C -0.00223 3.94823 2.86762
C 0.27897 2.67762 2.34849
P -0.06288 2.19872 0.60894
C -1.89541 2.38365 0.53697
C -2.57942 1.46040 1.55704
C -4.09497 1.45949 1.34299
C -4.68467 2.86565 1.41340
C -3.96361 3.81111 0.45697
C -2.45513 3.80290 0.71601
C 0.62062 3.52678 -0.51255
C 0.91289 4.93743 0.02529
C 1.59661 5.78262 -1.05265
C 0.72573 5.88886 -2.30240
C 0.41188 4.50027 -2.85530
C -0.24448 3.62094 -1.78780
H 3.09879 -0.04804 4.17141
H 3.69151 0.83006 2.75961
H 3.60252 -0.95745 2.74621
H 1.00196 -0.98644 5.33695
H 0.56769 -3.22904 6.22684
H 0.04339 -5.09627 4.67375
H -0.15219 -4.67120 2.27288
H -2.11553 -1.41732 1.21382
H -1.76130 -2.47724 -1.61280
H -2.15961 -0.84687 -1.08914
H -3.92100 -3.27822 -1.44839
H -4.28272 -1.60277 -1.79357
H -5.64865 -2.32720 0.12663
H -4.45681 -1.18807 0.69680
H -4.58006 -4.16303 1.14843
H -4.21467 -2.88691 2.29150
H -2.42205 -4.29837 0.33796
H -2.10606 -3.84491 1.99451
H 0.86607 -3.01620 -1.33388
H 2.21113 -4.18551 1.12212
H 2.72372 -2.71984 0.30295
H 4.04662 -4.72145 -0.41547
H 3.17901 -4.02320 -1.77353
H 2.33104 -6.47607 -0.16206
H 2.91498 -6.46366 -1.81967
H 0.42432 -6.62498 -1.73683
H 0.94763 -5.15701 -2.54818
H -0.01140 -5.38393 0.34174
H -0.89180 -4.67008 -1.00315
H 1.27470 1.21409 5.25097
H 0.75109 3.43910 6.13135
H -0.04707 5.21906 4.58981
H -0.35079 4.73969 2.22199
H -2.17357 2.02390 -0.46310
H -2.35787 1.82021 2.56779
H -2.17187 0.45085 1.48918
H -4.57185 0.81442 2.08509
H -4.31806 1.03903 0.35671
H -4.59773 3.24824 2.43719
H -5.74963 2.83405 1.17732
H -4.34858 4.82771 0.56564
H -4.15752 3.50630 -0.57999
H -2.29063 4.12050 1.74875
H -1.96262 4.52845 0.07180
H 1.58916 3.10299 -0.78975
H 1.53887 4.88699 0.91608
H -0.02084 5.43508 0.30690
H 2.55624 5.32136 -1.31837
H 1.82167 6.77456 -0.65421
H 1.21195 6.49923 -3.06610
H -0.21268 6.39441 -2.04020
H 1.34661 4.03987 -3.20035
H -0.24246 4.57071 -3.72687
H -0.45816 2.62678 -2.19057
H -1.21460 4.05237 -1.53704
C 2.04586 1.15078 -2.79259
N 2.15277 1.05993 -4.24251
C 0.82801 0.73328 -4.79054
N 0.31424 -0.53542 -4.25356
C 0.23192 -0.41593 -2.80520
N 1.54701 -0.10080 -2.17416
C 2.49544 -1.17239 -2.56705
N 2.60969 -1.31558 -4.01114
C 3.06822 -0.03769 -4.57025
C 1.27741 -1.60072 -4.56431
H 1.37205 1.95215 -2.52786
H 3.03395 1.37148 -2.38172
H 0.90138 0.66045 -5.87459
H 0.13112 1.53591 -4.54185
H -0.12174 -1.35307 -2.39195
H -0.47611 0.36727 -2.54176
H 2.17265 -2.10779 -2.12688
H 3.48045 -0.92934 -2.16278
H 3.13698 -0.12920 -5.65375
H 4.06052 0.19151 -4.17688
H 0.91200 -2.54315 -4.15063
H 1.35909 -1.70511 -5.64590
N 3.37009 0.38258 0.18558
H 3.76530 -0.33075 0.78437
H 3.55119 1.27453 0.62962
H 3.88195 0.36766 -0.68860
*
```

Mulliken atomic charge list, values in e, 99 entries:
1 Pt 2.51
2 C -1.70
3 Si 1.30
4 C 0.86
5 C -0.88
6 C -1.07
7 C -0.89
8 C -0.15
9 C 0.19
10 P -0.83
11 C 0.65
12 C 0.52
13 C -1.15
14 C 0.15
15 C -1.18
16 C -0.53
17 C 1.87
18 C -0.75
19 C -0.49
20 C -0.86
21 C -0.87
22 C -0.72
23 C 1.29
24 C -0.67
25 C -0.99
26 C -1.24
27 C -0.36
28 C -0.45
29 P -0.29
30 C -0.35
31 C 0.13
32 C -0.64
33 C -1.10
34 C -0.94
35 C -0.53
36 C 1.28
37 C -0.86
38 C -0.96
39 C -0.98
40 C -0.53
41 C -1.26
42 H 0.44
43 H 0.49
44 H 0.52
45 H 0.21
46 H 0.44
47 H 0.47
48 H 0.19
49 H -0.12
50 H -0.02
51 H -0.47
52 H 0.43
53 H 0.53
54 H 0.58
55 H -0.54
56 H 0.40
57 H 0.43
58 H 0.28
59 H 0.17
60 H -1.07
61 H 0.64
62 H -0.10
63 H 0.45
64 H 0.19
65 H 0.33
66 H 0.47
67 H 0.42
68 H 0.28
69 H 0.27
70 H 0.35
71 H 0.19
72 H 0.44
73 H 0.46
74 H 0.45
75 H 1.07
76 H 0.41
77 H -0.93
78 H 0.46
79 H 0.33
80 H 0.43
81 H 0.47
82 H 0.38
83 H 0.43
84 H 0.09
85 H 0.19
86 H 0.44
87 H 0.44
88 H 0.26
89 H 0.34
90 H 0.44
91 H 0.43
92 H 0.37
93 H 0.17
94 H 0.51
95 H -0.38
96 H 0.81
97 C -0.51
98 N 0.20
99 C -0.77

No. 5
A molecular structure, C10H15N2O2P in a non-equilibrium geometry. Source: the Open Molecules 2025 dataset; level of theory: ωB97M-V with the def2-TZVPD basis set.

ΔE to the lowest compared entry with this formula, charge and spin = 57.7 kcal per mole
DFT total energy = -991.31442 hartree
E_LUMO = 0.0180 Eh
HOMO-LUMO gap = 9.36 eV

```
! wB97M-V def2-TZVPD RIJCOSX def2/J DEFGRID3
* xyz 0 1
C -2.74760 -0.23049 1.97446
C -1.92605 0.69601 2.49318
C -2.61475 -0.72165 0.62502
C -1.01564 1.28803 1.59032
C -1.49157 -0.35512 -0.08245
C -0.74294 0.71837 0.34077
C -1.01084 -0.98747 -1.37237
C -0.90521 -2.44554 -0.92116
C 2.22157 -0.64176 0.29212
C 3.33726 1.54653 -0.09438
N 0.46826 2.65895 -1.29326
N 2.12828 0.76585 0.06343
O -2.12562 -0.89397 -2.35762
O 0.09135 -0.41759 -1.92103
P 0.67252 1.33830 -0.50857
H -3.51063 -0.60469 2.67312
H -2.20822 1.29152 3.36077
H -3.19539 -1.54270 0.21288
H -0.36837 2.12765 1.95691
H -1.82573 -2.86520 -0.74651
H -0.19495 -2.42280 -0.11760
H -0.45621 -3.03086 -1.81683
H 2.89806 -0.85861 1.14171
H 1.28841 -1.04019 0.46835
H 2.62506 -1.30010 -0.56554
H 4.07058 0.94765 -0.63232
H 3.32624 2.44750 -0.62010
H 3.79798 1.80041 0.91468
H 1.10681 3.00304 -2.06920
H -1.69267 -0.27107 -2.98880
*
```

In elementary charge units, the natural (NBO) charges are:
1 C -0.16
2 C -0.26
3 C -0.20
4 C -0.13
5 C 0.02
6 C -0.49
7 C 0.48
8 C -0.63
9 C -0.40
10 C -0.41
11 N -1.23
12 N -0.77
13 O -0.76
14 O -0.82
15 P 2.08
16 H 0.22
17 H 0.23
18 H 0.23
19 H 0.21
20 H 0.21
21 H 0.20
22 H 0.22
23 H 0.20
24 H 0.22
25 H 0.21
26 H 0.20
27 H 0.23
28 H 0.20
29 H 0.42
30 H 0.49